(1)
Entry from OMol25: a structure of composition C33H20F5FeN3OSSe3 (wB97M-V/def2-TZVPD).

Positions of all 67 atoms, in Å:
1 Fe 0.42 -2.55 -0.28
2 Se 2.01 -4.14 0.78
3 Se -2.02 -3.18 -0.33
4 C -1.74 -1.97 1.13
5 C -2.71 -1.57 1.99
6 C -2.38 -0.45 2.77
7 C -1.08 -0.03 2.85
8 C -0.15 -0.62 2.06
9 N -0.49 -1.57 1.24
10 C 2.41 -3.96 -1.09
11 C 3.35 -4.60 -1.84
12 C 3.46 -4.38 -3.18
13 C 2.62 -3.48 -3.80
14 C 1.65 -2.88 -3.05
15 N 1.60 -3.13 -1.71
16 H -3.72 -1.92 1.83
17 H -3.12 0.03 3.41
18 H -0.80 0.84 3.48
19 H 0.93 -0.31 1.97
20 H 4.00 -5.32 -1.29
21 H 4.21 -4.76 -3.76
22 H 2.63 -3.38 -4.89
23 H 0.94 -2.22 -3.49
24 N 1.72 2.27 3.67
25 C 2.23 1.61 4.47
26 C 2.90 0.76 5.40
27 C 4.01 1.21 6.10
28 C 4.73 0.29 6.84
29 C 4.26 -0.99 7.08
30 C 3.04 -1.42 6.50
31 C 2.46 -0.61 5.54
32 H 4.29 2.29 6.06
33 H 5.68 0.59 7.41
34 H 4.90 -1.68 7.63
35 H 2.66 -2.36 6.82
36 H 1.74 -1.01 4.89
37 C -1.90 5.97 -1.64
38 C -1.15 6.75 -2.73
39 O -1.52 7.79 -3.27
40 S 0.55 6.24 -3.13
41 C 0.53 4.49 -2.61
42 C 0.64 4.05 -1.27
43 C 0.61 2.69 -1.00
44 C 0.64 1.71 -2.00
45 C 0.70 2.15 -3.32
46 C 0.61 3.51 -3.63
47 C 0.47 0.28 -1.66
48 C 0.29 -0.83 -1.22
49 H -2.96 6.49 -1.70
50 H -1.38 5.94 -0.72
51 H -2.00 4.93 -1.98
52 H 0.69 4.79 -0.48
53 H 0.49 2.36 0.05
54 H 0.66 1.48 -4.12
55 H 0.63 3.92 -4.66
56 F -6.88 -2.35 -1.51
57 C -5.67 -1.99 -2.00
58 C -4.88 -2.97 -2.57
59 F -5.29 -4.23 -2.30
60 C -3.67 -2.70 -3.21
61 F -2.93 -3.76 -3.54
62 C -3.24 -1.35 -3.28
63 Se -1.56 -1.01 -4.03
64 C -4.08 -0.33 -2.79
65 F -3.79 0.93 -3.04
66 C -5.25 -0.69 -2.10
67 F -5.98 0.34 -1.70

## Properties
Spin multiplicity: 5
Relative energy (zero: lowest compared OMol25 entry of this formula, charge and spin) (kcal/mol): 17.1
Highest occupied orbital energy (alpha / beta) (Ha): -0.2946 / -0.2905
Expectation value of S²: 6.0832
LUMO (alpha / beta) (eV): -0.85 / -2.19
Kohn-Sham gap (alpha / beta) (eV): 7.17 / 5.71

---

(2)
Entry from OMol25: a structure of composition C33H22MoN2OP2S4 (wB97M-V/def2-TZVPD).

Positions of all 65 atoms, in Å:
1 Mo 1.59 -0.10 1.12
2 S -0.38 -0.28 2.75
3 P -1.46 -0.58 1.06
4 C -0.20 -0.46 -0.09
5 P -0.06 0.89 -1.13
6 S 0.80 2.26 0.09
7 C -1.57 1.40 -1.98
8 C -2.11 2.66 -1.78
9 C -3.26 3.03 -2.47
10 C -3.86 2.14 -3.34
11 C -3.32 0.87 -3.54
12 C -2.17 0.50 -2.86
13 C 1.10 0.49 -2.46
14 C 1.69 1.50 -3.20
15 C 2.57 1.19 -4.23
16 C 2.86 -0.15 -4.51
17 C 2.27 -1.16 -3.76
18 C 1.39 -0.84 -2.73
19 C -2.22 -2.21 1.06
20 C -1.85 -3.16 0.12
21 C -2.44 -4.42 0.15
22 C -3.38 -4.72 1.11
23 C -3.75 -3.77 2.06
24 C -3.17 -2.51 2.04
25 C -2.84 0.58 0.98
26 C -2.75 1.81 1.63
27 C -3.80 2.71 1.54
28 C -4.92 2.40 0.79
29 C -5.01 1.18 0.13
30 C -3.97 0.27 0.23
31 H -1.64 3.35 -1.08
32 H -3.68 4.01 -2.31
33 H -4.76 2.43 -3.88
34 H -3.79 0.18 -4.22
35 H -1.73 -0.47 -3.03
36 H 1.48 2.54 -2.97
37 H 3.03 1.97 -4.80
38 H 3.55 -0.39 -5.30
39 H 2.51 -2.19 -3.97
40 H 0.96 -1.62 -2.12
41 H -1.10 -2.90 -0.62
42 H -2.15 -5.16 -0.59
43 H -3.83 -5.70 1.14
44 H -4.48 -4.01 2.82
45 H -3.45 -1.77 2.78
46 H -1.87 2.05 2.22
47 H -3.73 3.66 2.06
48 H -5.74 3.11 0.72
49 H -5.88 0.94 -0.46
50 H -4.05 -0.69 -0.27
51 S 2.39 -0.62 3.30
52 C 4.10 -0.26 3.14
53 C 5.02 -0.85 3.99
54 C 6.37 -0.53 3.91
55 C 7.30 -1.15 4.80
56 N 8.04 -1.66 5.52
57 C 6.80 0.41 2.95
58 C 5.88 1.00 2.11
59 C 4.53 0.67 2.19
60 S 3.36 1.47 1.16
61 C 8.19 0.76 2.84
62 N 9.29 1.06 2.74
63 H 4.69 -1.58 4.73
64 H 6.21 1.72 1.37
65 O 2.43 -1.32 0.37

## Properties
Highest occupied orbital energy (Ha): -0.3051
LUMO (eV): -1.32
Kohn-Sham gap (eV): 6.98

---

(3)
Entry from OMol25: a structure of composition C33H23BF5N4OP2ReSSe2 (wB97M-V/def2-TZVPD).

Positions of all 73 atoms, in Å:
1 Re -2.96 -1.46 -1.38
2 F -8.85 1.52 1.83
3 C -8.05 0.73 1.09
4 C -6.68 0.93 1.08
5 F -6.15 1.93 1.81
6 C -5.88 0.11 0.31
7 F -4.56 0.34 0.31
8 C -6.37 -0.92 -0.47
9 S -5.36 -1.98 -1.40
10 C -7.75 -1.10 -0.43
11 F -8.33 -2.08 -1.15
12 C -8.59 -0.29 0.33
13 F -9.92 -0.50 0.33
14 Se 3.97 0.15 -2.39
15 P 3.08 -0.94 -0.81
16 C 3.84 -2.56 -0.52
17 C 3.34 -3.43 0.45
18 C 3.97 -4.64 0.68
19 C 5.10 -4.99 -0.05
20 C 5.60 -4.13 -1.01
21 C 4.98 -2.91 -1.24
22 C 3.23 -0.06 0.78
23 C 3.69 -0.67 1.95
24 C 3.83 0.07 3.12
25 C 3.51 1.42 3.13
26 C 3.08 2.04 1.97
27 C 2.95 1.30 0.81
28 C 1.35 -1.34 -1.07
29 C 0.17 -0.61 -1.25
30 N -0.80 -1.55 -1.41
31 N -0.25 -2.74 -1.36
32 N 1.03 -2.64 -1.14
33 P -0.39 1.05 -1.37
34 Se -2.49 1.07 -1.75
35 C 0.39 2.01 -2.70
36 C -0.21 1.96 -3.95
37 C 0.34 2.64 -5.02
38 C 1.49 3.39 -4.85
39 C 2.10 3.45 -3.61
40 C 1.56 2.75 -2.54
41 C -0.12 1.83 0.24
42 C -0.05 3.21 0.40
43 C -0.01 3.75 1.68
44 C -0.07 2.93 2.79
45 C -0.15 1.55 2.63
46 C -0.17 1.00 1.36
47 H 2.45 -3.18 1.00
48 H 3.57 -5.32 1.43
49 H 5.59 -5.94 0.14
50 H 6.48 -4.40 -1.58
51 H 5.36 -2.23 -2.00
52 H 3.95 -1.72 1.96
53 H 4.18 -0.42 4.02
54 H 3.62 1.99 4.05
55 H 2.84 3.10 1.97
56 H 2.65 1.78 -0.10
57 H -1.12 1.38 -4.09
58 H -0.14 2.59 -5.99
59 H 1.92 3.93 -5.68
60 H 3.01 4.02 -3.47
61 H 2.05 2.79 -1.59
62 H -0.05 3.86 -0.46
63 H 0.04 4.83 1.80
64 H -0.05 3.36 3.78
65 H -0.20 0.89 3.49
66 H -0.22 -0.07 1.25
67 B -1.77 -1.80 3.28
68 C -2.26 -1.64 1.80
69 N -2.58 -1.54 0.70
70 H -2.17 -0.84 3.91
71 H -2.22 -2.84 3.72
72 H -0.55 -1.82 3.24
73 O -2.86 -2.39 -2.78

## Properties
Spin multiplicity: 2
Relative energy (zero: lowest compared OMol25 entry of this formula, charge and spin) (kcal/mol): 20.5
Highest occupied orbital energy (alpha / beta) (Ha): -0.1683 / -0.1777
Expectation value of S²: 0.7553
Charge: -1
LUMO (alpha / beta) (eV): 2.13 / 1.97
Kohn-Sham gap (alpha / beta) (eV): 6.71 / 6.81

---

Summary of F_max in eV Å⁻¹
3.869; 0.553; 1.413
(order as listed above)